C21H30N7OPt | ωB97M-V with the def2-TZVPD basis set

Structure (XYZ):
```
60
Properties=species:S:1:pos:R:3:nbo_charge:R:1
Pt 0.26 0.17 -0.81 1.217
C 3.42 -0.62 0.06 -0.305
N 2.45 -1.21 -0.86 -0.612
C 2.10 -2.62 -0.58 -0.277
C 0.80 -2.70 0.17 0.397
N -0.02 -1.68 0.30 -0.577
C -1.14 -2.17 0.99 0.041
C -2.31 -1.51 1.38 -0.245
C -3.25 -2.27 2.05 -0.177
C -3.04 -3.64 2.32 -0.171
C -1.88 -4.29 1.94 -0.211
C -0.95 -3.51 1.26 0.170
N 0.31 -3.82 0.73 -0.509
C 2.80 0.24 1.12 0.525
N 1.51 0.68 1.09 -0.497
C 1.31 1.31 2.25 0.204
C 0.11 1.89 2.79 -0.136
C 0.19 2.47 4.01 -0.209
C 1.42 2.49 4.73 0.047
C 2.63 1.90 4.24 -0.191
C 2.52 1.33 3.02 0.188
N 3.43 0.62 2.22 -0.502
H 4.14 0.00 -0.49 0.276
H 4.02 -1.38 0.56 0.248
H 2.83 -1.15 -1.80 0.411
H 2.89 -3.13 -0.03 0.231
H 2.00 -3.14 -1.54 0.259
H -2.48 -0.46 1.19 0.220
H -4.18 -1.81 2.37 0.246
H -3.80 -4.20 2.84 0.253
H -1.73 -5.33 2.15 0.251
H 0.76 -4.72 0.74 0.450
H -0.82 1.84 2.23 0.260
H -0.68 2.91 4.47 0.275
H 1.45 2.96 5.71 0.265
H 3.53 1.93 4.83 0.279
H 4.40 0.41 2.45 0.467
N -1.73 -0.41 -1.89 -0.835
C -2.64 0.68 -2.32 -0.226
C -2.56 0.95 -3.82 -0.421
C -1.15 0.99 -4.41 -0.429
C -0.13 1.90 -3.72 -0.223
N 0.77 1.11 -2.79 -0.849
H -1.50 -1.00 -2.69 0.395
H -2.18 -1.03 -1.23 0.407
H -2.39 1.58 -1.79 0.191
H -3.66 0.45 -2.02 0.233
H -3.04 1.91 -3.99 0.242
H -3.14 0.21 -4.37 0.241
H -1.24 1.31 -5.45 0.266
H -0.71 -0.01 -4.48 0.191
H -0.60 2.70 -3.16 0.201
H 0.52 2.36 -4.46 0.229
H 1.60 1.67 -2.63 0.394
H 1.10 0.32 -3.35 0.389
C -0.47 3.38 -0.33 -0.315
O -0.88 2.04 -0.25 -0.332
H 0.31 3.48 0.44 0.241
H -1.29 4.05 -0.08 0.236
H 0.01 3.61 -1.28 0.213
```

* Kohn-Sham gap (alpha / beta): 7.450 / 4.150 eV
* HOMO level (alpha / beta): -16.563 / -16.662 eV
* charge: +3
* LUMO level (alpha / beta): -9.11 / -12.51 eV
* 2S+1: 5